[1]
Molecular formula: C38H96F8FeN2O20S4
Method: DFT, ωB97M-V/def2-TZVPD

Its spin multiplicity is 5. Its maximum force is 10.85 eV/A. For the energy, the calculation gives -6774.929579 Eh. Its total charge is 0. For the LUMO energy (spin up / spin down), the calculation gives -2.212 / -2.456 eV.

Geometry (Å):
Fe1 -2.38630 -2.17901 0.72080
N1 -1.14514 -0.91780 -0.09710
S1 -1.38347 0.54413 -0.63897
O1 -1.76429 0.75690 -2.01507
O2 -0.84043 1.64978 0.12873
F1 -2.92176 0.55020 -0.10319
S2 0.52023 -0.61795 -0.62233
O3 1.44799 -0.06496 0.34013
O4 0.80191 -0.40240 -2.02593
F2 0.99296 -2.14399 -0.48666
C1 -6.35939 -0.73289 -0.40828
F3 -5.69463 0.38940 0.01424
F4 -7.10367 -1.14941 0.60371
F5 -7.05982 -0.43558 -1.48852
S3 -5.05540 -2.11834 -0.94944
O5 -5.72563 -3.10527 -1.77526
O6 -4.03546 -1.38132 -1.67344
N2 -4.32705 -2.58094 0.59307
S4 -5.32463 -3.66936 1.19229
O7 -6.72684 -3.65825 0.82626
O8 -4.69034 -4.97775 1.21121
C2 -5.32176 -3.22252 3.06869
F6 -4.05998 -3.31113 3.47286
F7 -5.80187 -1.96899 3.18795
F8 -6.13021 -4.02648 3.72815
C3 0.85136 -3.41933 2.53294
C4 -0.26536 -4.19312 1.81806
C5 -0.39594 -5.62114 2.22143
O9 -1.45885 -3.51849 2.17745
H1 1.83539 -3.67247 2.13585
H2 0.93699 -3.50081 3.61657
H3 0.74905 -2.37527 2.23425
H4 -0.15102 -4.12919 0.73569
H5 0.36476 -6.25989 1.77205
H6 -1.39168 -6.01971 2.02794
H7 -0.20492 -5.74665 3.28837
H8 -1.51150 -3.55959 3.13615
C6 -3.89935 3.61281 3.32432
C7 -4.87855 3.14115 2.26472
C8 -4.57704 3.90040 0.98415
O10 -4.52284 1.78446 1.98702
H9 -2.92925 3.33677 2.90795
H10 -3.94775 2.99730 4.22264
H11 -3.85284 4.69467 3.44258
H12 -5.94792 3.17129 2.47555
H13 -5.29554 3.51646 0.25924
H14 -3.54201 3.78490 0.66341
H15 -4.75833 4.96950 1.10058
H16 -4.86498 1.45559 1.15117
C9 5.19443 -6.87370 -0.23165
C10 4.76718 -5.43377 -0.39286
C11 3.24468 -5.27299 -0.54960
O11 5.14992 -4.77516 0.81369
H17 4.68838 -7.54363 -0.92701
H18 4.91489 -7.26132 0.74864
H19 6.28036 -6.88305 -0.32230
H20 5.31221 -4.88849 -1.16331
H21 2.69746 -5.61201 0.33119
H22 2.84858 -5.83356 -1.39698
H23 2.89105 -4.24922 -0.67688
H24 4.93813 -5.28757 1.59744
C12 0.89686 3.50250 2.70106
C13 1.38095 4.95216 2.71256
C14 0.97486 5.55685 4.07439
O12 2.82890 4.91485 2.66514
H25 1.48626 2.85129 3.34645
H26 0.88329 3.16690 1.66332
H27 -0.11325 3.29788 3.05920
H28 1.01101 5.51388 1.85455
H29 1.26519 6.60665 4.13609
H30 1.49768 5.07814 4.90257
H31 -0.09075 5.56650 4.30381
H32 3.11253 4.60718 1.79773
C15 3.07072 -0.01587 3.42910
C16 2.51713 -0.23530 4.84337
C17 3.53709 -0.66760 5.88155
O13 1.95780 0.97135 5.27756
H33 3.57039 -0.92774 3.10051
H34 3.78662 0.79892 3.31476
H35 2.27762 0.19712 2.71208
H36 1.71576 -0.97296 4.78596
H37 3.87227 -1.68269 5.66367
H38 3.05995 -0.77340 6.85651
H39 4.39070 -0.01107 6.04984
H40 2.62111 1.64128 5.09178
C18 -2.60405 -1.22854 -4.84021
C19 -2.34568 -2.64010 -4.39558
C20 -1.93601 -3.60755 -5.54103
O14 -1.26920 -2.64523 -3.45772
H41 -3.26233 -1.20190 -5.70970
H42 -1.68471 -0.76588 -5.20198
H43 -3.02409 -0.58631 -4.06645
H44 -3.21974 -3.04050 -3.88172
H45 -2.06659 -4.64449 -5.23191
H46 -0.98367 -3.34450 -6.00047
H47 -2.67764 -3.55002 -6.33997
H48 -0.50329 -2.22684 -3.86296
C21 0.26578 6.96435 -1.88635
C22 0.49735 5.50248 -1.46814
C23 -0.56856 4.57631 -2.03939
O15 1.76446 5.12519 -1.99450
H49 -0.66001 7.32576 -1.43868
H50 0.36731 7.09717 -2.96344
H51 1.05006 7.58026 -1.44464
H52 0.51180 5.37778 -0.38537
H53 -0.28296 3.53192 -1.91276
H54 -0.61527 4.70582 -3.12113
H55 -1.50162 4.78750 -1.51696
H56 1.87878 5.46115 -2.88667
C24 4.59358 -0.98668 0.46762
C25 5.54883 -1.55503 -0.55801
C26 6.34641 -0.50125 -1.27456
O16 6.50929 -2.36724 -0.00072
H57 4.18548 -1.83149 1.02388
H58 3.77052 -0.49580 -0.05119
H59 5.13892 -0.36190 1.17495
H60 5.01104 -2.23609 -1.22119
H61 7.13935 -0.97163 -1.85660
H62 6.84512 0.11023 -0.52271
H63 5.72616 0.00551 -2.01388
H64 6.17446 -3.24879 0.18486
C27 3.30011 -1.85564 -3.66308
C28 2.48969 -1.54803 -4.92598
C29 2.49897 -2.70736 -5.99448
O17 1.15873 -1.46636 -4.51764
H65 3.15436 -1.14444 -2.84933
H66 4.31198 -2.12030 -3.96927
H67 2.81651 -2.68944 -3.15075
H68 2.77443 -0.59709 -5.37880
H69 3.46659 -2.69397 -6.49563
H70 1.66463 -2.58539 -6.68471
H71 2.30766 -3.64281 -5.46839
H72 1.08494 -0.99795 -3.68151
C30 -1.14006 0.44802 3.19552
C31 -2.19545 -0.55959 3.61494
C32 -3.27446 -0.05769 4.58415
O18 -2.75516 -0.84515 2.30653
H73 -0.44042 0.09379 2.43819
H74 -0.48969 0.67469 4.04239
H75 -1.51800 1.40789 2.84330
H76 -1.67724 -1.39474 4.08633
H77 -3.97922 0.67702 4.19622
H78 -2.80879 0.38108 5.46696
H79 -3.78153 -0.96255 4.91991
H80 -3.29444 -0.06464 2.13780
C33 -4.80391 2.23153 -5.20729
C34 -5.56966 2.49814 -3.90281
C35 -4.84183 2.24519 -2.54978
O19 -5.94265 3.86512 -3.87658
H81 -5.53929 2.37953 -5.99866
H82 -4.42588 1.21448 -5.30957
H83 -3.98281 2.92689 -5.38152
H84 -6.47303 1.88625 -3.92376
H85 -4.09506 2.99396 -2.28556
H86 -4.27170 1.33804 -2.75420
H87 -5.59106 2.16813 -1.76250
H88 -6.35890 4.04405 -3.03007
C36 4.55051 2.97006 -1.82976
C37 4.02229 2.90909 -0.35012
C38 5.10649 2.86447 0.71065
O20 3.31774 4.08920 -0.03220
H89 3.74433 3.18384 -2.53123
H90 5.08428 2.06598 -2.12300
H91 5.33081 3.72270 -1.94855
H92 3.30837 2.11285 -0.13284
H93 5.80802 2.10633 0.36001
H94 4.74372 2.66260 1.71816
H95 5.67602 3.79305 0.75725
H96 2.72493 4.26745 -0.77140

Cartesian forces (eV/Å) of the 3 atoms listed first:
-0.256 -0.318 1.376
5.347 1.813 -2.297
-9.152 5.790 -0.712

***

[2]
Molecular formula: C22H23Cl4N3O6
Method: DFT, ωB97M-V/def2-TZVPD

Its spin multiplicity is 2. Its maximum force is 4.90 eV/A. For the energy, the calculation gives -3308.292117 Eh. Its total charge is -1. For the LUMO energy (spin up / spin down), the calculation gives 0.602 / 0.602 eV.

Geometry (Å):
Cl1 -5.64786 6.20686 -2.90236
C1 -5.24514 4.68632 -3.58936
C2 -4.88728 5.17384 -5.06074
Cl2 -6.39008 5.04123 -6.02763
H1 -6.00882 3.93182 -3.40058
H2 -4.30866 4.38429 -3.12044
H3 -4.25110 4.40418 -5.49777
H4 -4.38554 6.13867 -5.13461
Cl3 4.71457 -4.78234 1.98543
C3 4.19341 -3.12378 1.57464
C4 2.68921 -2.84996 1.67389
Cl4 1.65449 -4.05040 0.77324
H5 4.61692 -3.00034 0.57789
H6 4.85583 -2.49188 2.16626
H7 2.40408 -1.87523 1.27802
H8 2.25021 -2.87334 2.67130
C5 -1.09044 -0.62247 0.99165
C6 -2.21585 -0.51835 0.12404
C7 -2.87512 0.68279 0.00364
C8 -2.41117 1.84834 0.57284
C9 -1.32855 1.81914 1.40483
C10 -0.73121 0.56464 1.67533
N1 -3.08183 3.22042 0.34275
O1 -3.71676 3.33755 -0.69827
O2 -2.77969 4.14794 1.05506
H9 -0.51836 -1.51740 1.18718
H10 -2.65538 -1.30932 -0.46551
H11 -3.83185 0.67465 -0.49736
H12 -1.14811 2.76648 1.89106
H13 0.06788 0.53052 2.40106
C11 0.63471 -4.88840 -2.95787
C12 0.07482 -6.10508 -3.40370
C13 -1.36577 -6.20008 -3.44783
C14 -2.18572 -5.07172 -3.05552
C15 -1.57418 -3.90836 -2.65860
C16 -0.21082 -3.83314 -2.56130
N2 -3.70889 -5.08383 -3.18334
O3 -4.26752 -6.13232 -3.48073
O4 -4.30233 -3.99937 -3.02411
H14 1.70901 -4.78130 -2.98658
H15 0.77283 -6.86349 -3.72620
H16 -1.85587 -7.06186 -3.87622
H17 -2.18676 -3.07882 -2.33768
H18 0.14914 -2.92573 -2.09929
C17 6.07938 2.29614 4.15288
C18 5.50089 3.15784 5.05576
C19 4.18392 3.54053 4.85531
C20 3.42657 2.97546 3.80480
C21 4.02685 2.13274 2.90792
C22 5.38720 1.77936 3.08085
N3 2.14229 3.55194 3.52572
O5 1.70186 4.10468 4.50584
O6 1.50891 3.37106 2.47335
H19 7.08341 1.97154 4.38304
H20 6.08976 3.46638 5.90690
H21 3.84148 4.20654 5.63350
H22 3.47008 1.78704 2.04949
H23 5.93692 1.04721 2.50800

Cartesian forces (eV/Å) of the 3 atoms listed first:
-1.160 1.569 1.966
2.046 0.992 -1.573
-0.469 -3.188 0.402

***

[3]
Molecular formula: C38H35ClF16N2O6
Method: DFT, ωB97M-V/def2-TZVPD

Its maximum force is 1.66 eV/A. For the energy, the calculation gives -4088.047934 Eh. Its total charge is 0. For the LUMO energy, the calculation gives -0.557 eV. The SMILES is Cc1c(O)ccc2c1C(=O)c1c(CCCCl)cc(CN)c(CCC(=O)Nc3ccccc3)c1C2=O.FC(F)C(F)(F)COC(F)(F)C(F)F.FC(F)C(F)(F)COC(F)(F)C(F)F.

Geometry (Å):
C1 5.16318 2.91908 0.03322
C2 3.91578 2.44253 0.74199
C3 3.20297 3.21716 1.65028
O1 3.66693 4.50526 1.91505
C4 2.08401 2.73913 2.27061
C5 1.59668 1.48840 1.99555
C6 2.26219 0.70352 1.08422
C7 3.40531 1.18125 0.47502
C8 4.03864 0.22767 -0.52745
O2 5.24166 0.04491 -0.59062
C9 3.03030 -0.49743 -1.39527
C10 3.25648 -0.65344 -2.75264
C11 4.48797 -0.12680 -3.45886
C12 4.12199 0.76240 -4.69308
C13 4.08908 2.25364 -4.29484
Cl1 2.38949 2.87598 -4.33851
C14 2.26789 -1.31059 -3.44688
C15 1.12077 -1.78005 -2.86179
C16 0.09139 -2.45403 -3.77778
N1 -0.43917 -1.49154 -4.76691
C17 0.89500 -1.62960 -1.49851
C18 -0.34005 -2.14736 -0.79344
C19 -1.41051 -1.05740 -0.50607
C20 -2.73814 -1.43077 -1.13945
O3 -2.86075 -2.14747 -2.11494
N2 -3.91550 -0.91343 -0.47853
C21 -4.32298 0.35268 -1.07708
C22 -4.24995 0.60726 -2.42442
C23 -4.65489 1.82305 -2.94414
C24 -5.15423 2.78126 -2.09480
C25 -5.22722 2.51986 -0.74425
C26 -4.80068 1.32569 -0.21561
C27 1.87755 -0.95912 -0.78994
C28 1.76083 -0.66693 0.69521
O4 1.33723 -1.45604 1.52122
H1 5.00825 3.11022 -1.03290
H2 5.96172 2.18061 0.12517
H3 5.53431 3.80918 0.55108
H4 3.46128 5.00151 1.11160
H5 1.55234 3.38020 2.97044
H6 0.69430 1.09438 2.45334
H7 5.07943 0.51119 -2.80170
H8 5.15863 -0.94732 -3.73745
H9 3.17022 0.45469 -5.12257
H10 4.95878 0.64184 -5.39033
H11 4.52579 2.45010 -3.31544
H12 4.62535 2.85532 -5.03106
H13 2.39655 -1.46058 -4.51858
H14 0.51675 -3.29928 -4.32432
H15 -0.78121 -2.77546 -3.21097
H16 0.24151 -1.30032 -5.49132
H17 -0.69277 -0.62286 -4.31146
H18 -0.74335 -2.99186 -1.35302
H19 -0.05165 -2.56981 0.17036
H20 -1.58830 -1.02610 0.57316
H21 -1.05497 -0.06903 -0.81992
H22 -4.64853 -1.60834 -0.60604
H23 -3.87809 -0.12595 -3.13404
H24 -4.56517 1.99917 -4.01117
H25 -5.50611 3.74901 -2.43978
H26 -5.62580 3.27996 -0.07688
H27 -4.84042 1.15004 0.85393
F1 -5.36645 -7.82408 -3.45777
C29 -6.51778 -7.98724 -2.78790
F2 -7.47919 -8.24254 -3.70747
C30 -6.91783 -6.75328 -1.96866
F3 -7.21769 -5.71875 -2.78166
F4 -8.07503 -7.08675 -1.32643
C31 -5.94382 -6.26599 -0.87504
O5 -5.04725 -5.19253 -1.16877
C32 -3.83407 -5.41729 -1.80443
F5 -3.54134 -6.73182 -1.80624
F6 -2.88960 -4.82230 -1.04147
C33 -3.77272 -4.78978 -3.20282
F7 -4.78802 -5.21392 -3.98386
F8 -2.61708 -5.14591 -3.81435
H28 -6.42618 -8.86345 -2.13968
H29 -6.58498 -5.84851 -0.09895
H30 -5.42396 -7.09770 -0.39921
H31 -3.82158 -3.70644 -3.14019
F9 1.88808 3.32825 6.14594
C34 3.16489 2.98714 5.89359
F10 3.21586 1.63448 5.89741
C35 4.14871 3.54347 6.92917
F11 3.94274 2.97429 8.13665
F12 5.38875 3.14843 6.52293
C36 4.21858 5.07520 7.10443
O6 3.48428 5.68831 8.16772
C37 2.14465 6.01037 8.02698
F13 1.77293 5.94326 6.73569
F14 2.02284 7.30655 8.38976
C38 1.23633 5.18738 8.94967
F15 1.41119 3.86617 8.77350
F16 -0.05939 5.46671 8.67950
H32 3.42727 3.33309 4.88909
H33 5.25579 5.27713 7.37044
H34 4.05918 5.59628 6.16026
H35 1.44381 5.42252 9.99541

Cartesian forces (eV/Å) of the 3 atoms listed first:
0.351 0.246 0.828
0.377 -0.446 -0.522
1.162 0.510 -0.506

***

[4]
Molecular formula: C14H52B3F12O14Zn2
Method: DFT, ωB97M-V/def2-TZVPD

Its maximum force is 5.06 eV/A. For the energy, the calculation gives -6450.260625 Eh. Its total charge is -1. For the LUMO energy, the calculation gives 1.935 eV.

Geometry (Å):
Zn1 2.19560 -3.21805 1.56356
Zn2 0.18174 -0.02915 0.89438
O1 0.45540 -2.06713 1.26864
C1 -0.72383 -2.44122 1.95123
C2 -1.42181 -1.29903 2.83607
O2 -1.34138 0.00709 2.23383
H1 -0.53987 -3.30754 2.58664
H2 -1.41028 -2.74204 1.15978
H3 -0.93031 -1.21610 3.80542
H4 -2.45444 -1.53955 3.08890
B1 3.06368 -0.33706 2.41476
F1 4.15222 0.43022 1.97238
F2 2.91600 -0.33914 3.78660
F3 1.87806 0.06591 1.82927
F4 3.28393 -1.62752 2.00086
B2 0.20231 -0.10286 -1.67247
F5 1.34584 -0.10035 -0.89742
F6 0.10359 1.15789 -2.18476
F7 0.33583 -1.07478 -2.63958
F8 -0.86617 -0.35153 -0.79919
B3 3.04869 -4.24587 3.61578
F9 2.01831 -3.38740 3.56069
F10 3.77254 -4.08590 2.44201
F11 3.86164 -3.98859 4.69232
F12 2.69338 -5.55044 3.71957
C3 -0.72993 2.80391 -4.44608
O3 -1.45946 1.64004 -4.39886
H5 -0.76525 3.36802 -5.37808
H6 -1.02839 3.42482 -3.60139
H7 0.31434 2.57262 -4.23609
H8 -1.20870 1.18588 -3.59111
C4 -2.59543 2.84604 -0.87792
O4 -3.88351 2.23008 -1.02516
H9 -2.62868 3.86008 -1.27630
H10 -2.35880 3.02097 0.17161
H11 -1.86211 2.20743 -1.37037
H12 -4.01375 1.53487 -0.37606
C5 -4.43759 -0.94603 0.57595
O5 -3.88370 0.31942 0.86615
H13 -3.74827 -1.60033 0.04226
H14 -4.63905 -1.40517 1.54378
H15 -5.31114 -0.78574 -0.05598
H16 -3.09399 0.14287 1.38266
C6 0.39637 2.84800 1.53981
O6 0.36607 1.96993 0.44108
H17 1.34908 2.90871 2.06589
H18 0.09789 3.81706 1.13990
H19 -0.37207 2.56136 2.25775
H20 0.52398 2.46664 -0.36511
C7 1.22972 4.61546 -1.98839
O7 0.16547 4.18863 -1.17617
H21 0.94332 5.25690 -2.82184
H22 1.92576 5.17362 -1.36223
H23 1.78423 3.76939 -2.39434
H24 -0.30807 4.98671 -0.93033
C8 -3.44197 2.33202 3.54945
O8 -2.15008 2.02069 3.99163
H25 -3.73630 3.09308 4.27213
H26 -3.39825 2.59525 2.49261
H27 -4.10982 1.49215 3.74100
H28 -1.83385 1.24880 3.51645
C9 0.99176 1.80785 4.94616
O9 2.17328 2.20936 4.27877
H29 1.19585 1.39996 5.93614
H30 0.27318 2.61555 5.08531
H31 0.40072 1.05368 4.42653
H32 2.70396 1.44145 4.05451
C10 -1.86372 -3.74144 -2.67604
O10 -2.85620 -3.99592 -3.65416
H33 -2.34143 -3.36291 -1.77238
H34 -1.22643 -4.58189 -2.40108
H35 -1.21988 -2.93660 -3.03074
H36 -3.36950 -3.18468 -3.65032
C11 4.33836 -3.34914 -0.68663
O11 2.93896 -3.37483 -0.32009
H37 4.51250 -4.22336 -1.31394
H38 4.36979 -2.39357 -1.21009
H39 5.02596 -3.26741 0.15517
H40 2.45252 -3.40730 -1.14709
C12 -3.58611 -0.37821 -2.93868
O12 -4.30844 -1.54081 -3.31062
H41 -3.53362 -0.32330 -1.85133
H42 -2.56413 -0.35173 -3.31676
H43 -4.19558 0.43634 -3.33002
H44 -5.20838 -1.43040 -2.99518
C13 1.86128 -3.69322 -3.97090
O13 1.54802 -3.36580 -2.67068
H45 2.58224 -3.04427 -4.46808
H46 2.35370 -4.66400 -4.02754
H47 0.98459 -3.70660 -4.61846
H48 1.17441 -2.48480 -2.74720
C14 4.40721 2.38625 -0.65629
O14 4.46027 2.57137 0.70215
H49 5.41176 2.17140 -1.02074
H50 3.87725 1.45350 -0.84920
H51 3.91151 3.16128 -1.24084
H52 4.40542 1.72017 1.14265

Cartesian forces (eV/Å) of the 3 atoms listed first:
-1.965 1.806 -1.746
-1.323 -0.355 1.504
1.080 -0.383 0.524

***

[5]
Molecular formula: C11H14AuO5PSTe
Method: DFT, ωB97M-V/def2-TZVPD

Its maximum force is 1.92 eV/A. For the energy, the calculation gives -1947.191238 Eh. Its total charge is -2. For the LUMO energy, the calculation gives 4.454 eV.

Geometry (Å):
Au1 0.68240 0.23780 -1.23200
O1 -0.86530 -3.78710 -1.35090
C1 -0.28950 -2.71510 -1.57640
O2 -0.80760 -1.57220 -1.57600
C2 1.18740 -2.86250 -1.96690
C3 1.43180 -3.65820 -3.07440
C4 2.71380 -4.00150 -3.47250
C5 3.78290 -3.58340 -2.69970
C6 3.56300 -2.77960 -1.60070
C7 2.28030 -2.35790 -1.24570
S1 2.16060 -1.20510 0.06670
H1 0.57590 -4.01230 -3.63450
H2 2.87510 -4.61250 -4.35420
H3 4.79760 -3.86750 -2.95830
H4 4.39320 -2.44860 -0.99090
C8 3.30060 2.62970 0.11090
C9 2.46940 3.46270 -0.85280
O3 1.15350 3.56360 -0.39070
P1 -0.17050 3.31670 -1.33560
O4 -1.30910 3.13030 -0.43890
Te1 0.30390 1.93480 -3.21410
O5 -0.39480 4.85390 -1.94980
C10 0.22550 5.34500 -3.09420
C11 -0.81200 5.63730 -4.17670
H5 4.34410 2.63750 -0.19300
H6 2.94700 1.60100 0.13010
H7 3.21110 3.03870 1.11390
H8 2.48140 3.00000 -1.85650
H9 2.88540 4.48140 -0.93930
H10 0.95360 4.61300 -3.48410
H11 0.77070 6.26470 -2.82810
H12 -1.30160 4.70740 -4.45540
H13 -0.34400 6.07760 -5.05660
H14 -1.56490 6.31990 -3.78900

Cartesian forces (eV/Å) of the 3 atoms listed first:
0.567 -0.022 -0.156
-0.175 -0.511 0.069
0.073 0.150 -0.053